This record from the Open Molecules 2025 dataset describes a 2-piece molecular cluster, C4H6FNS overall in a non-equilibrium geometry. The level of theory is the ωB97M-V functional and the def2-TZVPD basis.

Geometry as XYZ:
```
13
Properties=species:S:1:pos:R:3:mulliken_charge:R:1
C 0.3371 0.1679 1.7194 0.09
C -0.8087 1.6441 -0.5540 -0.86
C 1.2353 -0.8572 -0.3806 -0.94
C 0.0615 -0.5555 0.5378 0.34
N 0.4265 0.8775 2.6290 -0.44
F -1.7417 -1.7051 -0.9904 -0.30
S -1.3014 -1.6469 0.6802 0.16
H 0.0459 2.2200 -0.1368 0.35
H -1.0483 1.1855 -1.5019 0.36
H -1.5805 1.3972 0.1515 0.30
H 1.7136 -1.8380 -0.3641 0.34
H 1.9145 -0.0923 -0.3315 0.36
H 0.7462 -0.7972 -1.4586 0.25
```

Gap between HOMO and LUMO (alpha / beta): 7.333 / 8.207 eV
ΔE to the lowest compared entry with this formula, charge and spin: 107.6 kcal per mole
Net charge: 0
LUMO (alpha / beta): -1.69 / -0.66 eV

=====

This record from the Open Molecules 2025 dataset describes C4H6FeO as an isolated structure in a non-equilibrium geometry. The level of theory is the ωB97M-V functional and the def2-TZVPD basis.

Geometry as XYZ:
```
12
Properties=species:S:1:pos:R:3:mulliken_charge:R:1
C -0.4195 -1.0268 1.2541 -0.65
C 0.2026 0.3065 1.2324 0.12
C 0.5989 0.9146 0.0676 -0.01
C 0.3211 0.2819 -1.1879 -0.10
O -0.5053 0.7688 -2.0056 -0.57
Fe -1.2004 0.5038 -3.6136 1.82
H -1.4727 -0.9388 1.5581 0.40
H 0.1058 -1.6785 1.9667 0.36
H 0.7333 0.5989 2.1424 0.45
H 0.9178 1.9577 0.0657 0.48
H 1.1570 -0.3294 -1.5777 0.46
H -0.4386 -1.3587 0.0980 0.24
```

Gap between HOMO and LUMO (alpha / beta): 9.719 / 8.550 eV
⟨S²⟩: 8.760
ΔE to the lowest compared entry with this formula, charge and spin: 0.0 kcal per mole
Net charge: +3
2S+1: 6
LUMO (alpha / beta): -15.64 / -17.56 eV

=====

This record from the Open Molecules 2025 dataset describes C4H6GaO3 as an isolated structure in a non-equilibrium geometry. The level of theory is the ωB97M-V functional and the def2-TZVPD basis.

Geometry as XYZ:
```
14
Properties=species:S:1:pos:R:3:mulliken_charge:R:1
O 0.2528 1.1005 -1.8052 -0.30
O -1.0095 0.4035 -0.1210 -0.20
O 1.1855 -0.0325 -0.1101 -0.12
C -1.1749 -0.5736 0.9061 0.66
C -2.5943 -0.5686 1.3405 -0.87
C 0.1400 0.5996 -0.7195 0.63
H -2.7380 -1.2995 2.1458 0.39
H -2.9065 0.4216 1.7175 0.39
H -3.2802 -0.8294 0.5147 0.39
Ga 0.5512 -1.4094 1.1874 0.58
C 2.4939 0.2171 -0.6674 -0.47
H 2.5484 -0.1334 -1.7023 0.35
H 3.1918 -0.3507 -0.0457 0.28
H 2.6940 1.2914 -0.6232 0.31
```

Gap between HOMO and LUMO (alpha / beta): 7.460 / 8.214 eV
⟨S²⟩: 0.752
Net charge: +2
2S+1: 2
LUMO (alpha / beta): -12.75 / -12.89 eV

=====

This record from the Open Molecules 2025 dataset describes C4H6HgMgO2 as an isolated structure in a non-equilibrium geometry. The level of theory is the ωB97M-V functional and the def2-TZVPD basis.

Geometry as XYZ:
```
14
Properties=species:S:1:pos:R:3:mulliken_charge:R:1
O 0.0208 -2.2997 0.7927 -0.42
C -1.0507 -1.5905 0.9943 0.08
C -0.8322 -0.2019 1.3823 -0.32
Mg 2.6483 1.3471 -0.3371 0.68
Hg 0.3703 1.8233 -3.1102 0.28
H 0.1189 -0.0497 1.9246 0.24
H -1.6681 0.2570 1.9233 0.36
C 0.1663 -0.0466 -1.1633 -0.74
C -0.6717 0.6409 -0.1409 -0.26
O 1.5390 -0.2908 -0.6231 -0.40
H -0.2360 -1.0474 -1.3708 0.51
H -1.7071 0.8304 -0.4729 0.41
H -0.2291 1.6050 0.1465 0.21
H 1.5312 -0.9771 0.0544 0.37
```

Gap between HOMO and LUMO (alpha / beta): 7.106 / 7.182 eV
⟨S²⟩: 1.766
ΔE to the lowest compared entry with this formula, charge and spin: 3.4 kcal per mole
Net charge: +1
2S+1: 2
LUMO (alpha / beta): -4.52 / -5.74 eV

=====

This record from the Open Molecules 2025 dataset describes C4H6HgO as an isolated structure in a non-equilibrium geometry. The level of theory is the ωB97M-V functional and the def2-TZVPD basis.

Geometry as XYZ:
```
12
Properties=species:S:1:pos:R:3:mulliken_charge:R:1
O -0.2701 1.8649 1.0192 -0.52
C 0.8308 1.5634 0.3544 0.10
C 1.2974 0.2173 0.2668 -0.73
H 1.1282 2.2577 -0.4508 0.27
H 1.4568 -0.2138 1.2691 0.22
H 2.0099 0.0093 -0.5402 0.31
Hg -1.6965 0.7494 1.6135 -0.26
C -0.4416 -1.0075 0.0542 -0.61
C -1.1745 -1.1369 -1.0632 -0.52
H -0.0287 -1.9400 0.4691 0.27
H -1.6390 -0.2543 -1.5191 0.23
H -1.4727 -2.1096 -1.4729 0.25
```

Gap between HOMO and LUMO (alpha / beta): 6.004 / 5.662 eV
⟨S²⟩: 0.785
ΔE to the lowest compared entry with this formula, charge and spin: 39.2 kcal per mole
Net charge: -1
2S+1: 2
LUMO (alpha / beta): 4.24 / 3.73 eV

=====

This record from the Open Molecules 2025 dataset describes an isolated ion of composition C4H6IN2 and charge +1 in a non-equilibrium geometry. The level of theory is the ωB97M-V functional and the def2-TZVPD basis.

Geometry as XYZ:
```
13
Properties=species:S:1:pos:R:3:mulliken_charge:R:1
C -0.6015 -2.0417 -0.1888 -0.33
C 0.9733 0.0957 -0.5683 0.04
C -1.1206 -0.8198 0.4176 -0.56
C 0.5325 2.4922 -0.0775 -0.22
N -0.0042 -0.7299 -0.4238 0.01
N 0.7689 1.2727 -0.0022 -0.21
I -3.0090 0.0886 -0.0775 0.18
H -0.6991 -2.5865 -1.1140 0.30
H 1.8455 -0.1988 -1.0203 0.47
H 0.0644 -2.5861 0.4767 0.28
H 0.5750 3.0821 0.7223 0.32
H -1.0172 -0.8112 1.4852 0.42
H 0.0571 2.9112 -0.8880 0.30
```

Gap between HOMO and LUMO: 9.164 eV
SMILES string: C=[N+]=CN1C[C@@H]1I
ΔE to the lowest compared entry with this formula, charge and spin: 80.3 kcal per mole
Net charge: +1
LUMO: -4.38 eV

=====

This record from the Open Molecules 2025 dataset describes C4H6IN2O as an isolated structure in a non-equilibrium geometry. The level of theory is the ωB97M-V functional and the def2-TZVPD basis.

Geometry as XYZ:
```
14
Properties=species:S:1:pos:R:3:mulliken_charge:R:1
C -0.3962 1.8295 -0.3862 0.06
C -1.6247 1.4057 -0.1836 -0.29
C 0.2306 -0.7831 0.2299 0.58
C 1.2869 -1.7024 0.4641 -0.95
N 0.6637 1.1251 0.1966 -0.54
N -0.9957 -0.8839 0.1316 0.05
O -1.9157 0.1294 0.3433 -0.28
I 2.4173 1.2314 -0.8639 0.32
H -0.1699 2.7571 -0.8708 0.39
H -2.4499 1.8919 -0.7039 0.36
H 1.1581 -2.6432 0.0230 0.41
H 1.3337 -1.4318 1.4928 0.31
H 2.2041 -1.2214 -0.0082 0.25
H -1.7425 -1.7043 0.1353 0.34
```

Gap between HOMO and LUMO: 8.007 eV
ΔE to the lowest compared entry with this formula, charge and spin: 123.4 kcal per mole
Net charge: +1
LUMO: -5.07 eV

=====

This record from the Open Molecules 2025 dataset describes a 2-piece molecular cluster, C4H6INO overall in a non-equilibrium geometry. The level of theory is the ωB97M-V functional and the def2-TZVPD basis.

Geometry as XYZ:
```
13
Properties=species:S:1:pos:R:3:mulliken_charge:R:1
C -0.2221 1.2887 0.2698 -0.38
C -0.8121 0.0819 0.0073 0.75
C 0.2542 -0.6712 -0.5333 -0.53
C -2.2045 -0.3696 0.2616 -1.14
N 1.3583 0.0296 -0.5651 -0.30
O 1.0680 1.2529 -0.0737 -0.19
I 5.0445 -0.4305 0.1338 -0.13
H -0.5987 2.2033 0.6732 0.43
H 0.2560 -1.6841 -0.8786 0.43
H -2.3230 -1.3996 -0.0576 0.32
H -2.9207 0.2487 -0.2763 0.29
H -2.4304 -0.3035 1.3240 0.28
H 3.5305 -0.2466 -0.2852 0.15
```

Gap between HOMO and LUMO: 10.244 eV
SMILES string: Cc1cnoc1.I
ΔE to the lowest compared entry with this formula, charge and spin: 44.7 kcal per mole
Net charge: 0
LUMO: 0.77 eV